1.
DFT (ωB97M-V with the def2-TZVPD basis set) results for a structure of composition C29H46BrIrNOP2 at a distorted geometry.

The geometry in XYZ format:
```
81
Properties=species:S:1:pos:R:3
C -6.5635 2.3884 0.1790
C -5.8183 3.5627 0.4260
C -6.4703 4.8075 0.4588
C -7.8087 4.8306 0.0405
N -8.4788 3.7244 -0.2678
C -7.8972 2.5323 -0.1961
C -4.3803 3.4186 0.5278
C -3.5242 2.6722 -0.1914
C -3.3330 1.8206 -1.2976
C -2.8114 0.5509 -0.9370
C -1.6195 0.1812 -1.5369
C -1.2125 0.8407 -2.7081
C -2.0176 1.8396 -3.3034
C -3.0937 2.3444 -2.5923
Ir -2.6783 3.3722 1.3619
P -1.4248 1.8546 2.3481
H -5.9606 5.7206 0.7269
H -6.1277 1.3968 0.2524
H -8.3297 5.7825 -0.0550
H -8.5065 1.6694 -0.4657
H -3.7415 3.1472 -2.9563
H -3.2256 -0.0175 -0.1079
H -1.7116 2.3021 -4.2411
H -0.9882 -0.5721 -1.0724
C 0.3337 1.5298 1.9920
C 1.2551 1.8664 3.1579
H 0.6082 2.0766 1.0742
H 0.3684 0.4593 1.7252
H 2.2854 1.6163 2.8838
H 1.2482 2.9299 3.4187
H 1.0154 1.2940 4.0602
C -1.8457 3.3232 3.4712
C -3.0999 3.1381 4.3286
H -1.9820 4.2850 2.8478
H -0.8962 3.5033 3.9842
H -3.1716 3.9654 5.0432
H -3.9708 3.1585 3.6451
H -3.1114 2.1987 4.8861
C -2.0309 0.2877 3.0138
C -1.3332 -0.0430 4.3321
H -1.8353 -0.4701 2.2356
H -3.1211 0.3546 3.1341
H -1.8671 -0.8522 4.8363
H -0.3075 -0.3902 4.1760
H -1.3154 0.8107 5.0198
Br 0.3067 0.2931 -3.5684
P 0.2013 5.1212 -0.1779
C 0.4780 4.9308 1.6168
C 1.8706 5.4192 2.0202
H 0.3590 3.8678 1.8628
H -0.2945 5.4885 2.1643
H 2.0298 5.2929 3.0962
H 2.6616 4.8732 1.4913
H 1.9770 6.4847 1.7948
C 1.0499 3.6955 -0.9655
C 1.8435 4.1670 -2.1943
H 0.3079 2.9330 -1.2500
H 1.7400 3.2531 -0.2306
H 2.4571 3.3454 -2.5821
H 1.1844 4.5058 -3.0024
H 2.5122 4.9982 -1.9368
C -1.4877 5.0631 -0.7913
C -2.1108 6.4394 -1.0280
H -2.0341 4.5935 0.0733
H -1.5949 4.3866 -1.6518
H -3.1114 6.3216 -1.4595
H -2.2309 6.9622 -0.0712
H -1.4860 7.0467 -1.6909
C -0.3178 -4.4358 -1.0346
C 0.9777 -4.2584 -0.2110
C 0.7122 -3.0208 0.6679
O -0.4519 -2.3174 0.1929
C -1.0772 -3.1155 -0.8489
H -0.1155 -4.6235 -2.0891
H -0.9197 -5.2536 -0.6310
H 1.8257 -4.0608 -0.8748
H 1.1983 -5.1369 0.3959
H 0.5388 -3.3274 1.7148
H 1.5637 -2.3216 0.6659
H -1.0815 -2.5426 -1.7959
H -2.1333 -3.2771 -0.5701
```

**Relative energy (zero: lowest compared OMol25 entry of this formula, charge and spin)**: 0.0 kcal/mol
**E_LUMO (spin up / spin down)**: -0.44738 / -0.54464 Ha
**HOMO-LUMO gap (spin up / spin down)**: 0.2198 / 0.1225 hartree
**E_HOMO (spin up / spin down)**: -18.16 / -18.15 eV
**Net charge**: +4
**Multiplicity**: 6
**M**: 758.76 u

2.
DFT (ωB97M-V with the def2-TZVPD basis set) results for the molecule CH2OS2 at a distorted geometry.

The geometry in XYZ format:
```
6
Properties=species:S:1:pos:R:3
O 2.2636 0.6460 -0.1075
C 1.1259 0.4150 -0.2981
S 0.0746 -1.1610 0.4347
S -1.6871 -0.3971 -0.1193
H 0.5052 0.9876 -0.9561
H -2.2823 -0.4905 1.0464
```

**Relative energy (zero: lowest compared OMol25 entry of this formula, charge and spin)**: 17.5 kcal/mol
**E_LUMO**: 0.01473 Ha
**HOMO-LUMO gap**: 0.3469 hartree
**E_HOMO**: -9.04 eV
**SMILES**: O=CSS
**M**: 94.16 u

3.
DFT (ωB97M-V with the def2-TZVPD basis set) results for the molecule C4H10O2 at a distorted geometry.

The geometry in XYZ format:
```
16
Properties=species:S:1:pos:R:3
C 2.0291 -0.4470 -0.1425
C 0.6207 -0.4340 0.4547
O 0.4747 0.4559 1.4985
C -0.4812 -0.0818 -0.5050
C -1.8798 -0.3013 0.0077
O -0.2953 1.6442 -0.4492
H 2.3191 0.5584 -0.4640
H 2.0994 -1.1309 -0.9984
H 2.7403 -0.7751 0.6229
H 0.3183 -1.5048 0.6067
H 0.1562 1.3654 0.7632
H -0.2977 -0.4787 -1.5155
H -2.2310 -1.3402 -0.0551
H -1.9128 0.0196 1.0527
H -2.5450 0.2994 -0.6135
H -1.1151 2.1511 -0.2632
```

**Relative energy (zero: lowest compared OMol25 entry of this formula, charge and spin)**: 54.8 kcal/mol
**E_LUMO**: 0.02613 Ha
**HOMO-LUMO gap**: 0.3671 hartree
**E_HOMO**: -9.28 eV
**SMILES**: C[C@@H](O)[C@@H](C)O
**M**: 90.12 u

4.
DFT (ωB97M-V with the def2-TZVPD basis set) results for a structure of composition C13H21N2 at a distorted geometry.

The geometry in XYZ format:
```
36
Properties=species:S:1:pos:R:3
C -1.4494 1.3096 0.6417
C 0.3812 2.6875 1.4806
C 0.4962 1.3056 -0.8260
C -0.7643 -0.8553 -1.3164
C -0.5915 2.2482 2.6093
C -1.6680 -0.1401 2.2712
C -0.3654 2.1868 0.1718
C -1.7366 -1.3743 -0.2950
C -1.2393 -0.6288 0.8780
C 0.4405 -0.1518 -0.6713
C -1.5438 -2.8720 -0.0344
C 2.3892 -0.6544 -2.3277
C 1.7851 -0.8369 -0.8974
N 0.1461 -0.4714 0.7360
N -1.4460 1.3004 1.9612
H 0.5297 3.7383 1.3163
H 1.4031 2.2274 1.4536
H 0.0809 1.4576 -1.7345
H 1.5502 1.6238 -0.7896
H -0.6124 -1.6188 -2.0658
H -1.3736 -0.1288 -1.9375
H -0.1712 1.8503 3.5039
H -1.2485 3.0360 2.7524
H -2.8181 -0.3365 2.4928
H -1.1042 -0.6187 3.0221
H -0.7350 2.9805 -0.4178
H -2.7980 -1.2962 -0.3828
H -1.7923 -3.3558 -0.9501
H -2.1125 -3.4557 0.6444
H -0.5380 -3.0422 0.0895
H 1.7428 -1.3390 -2.9747
H 3.3361 -1.1964 -2.3256
H 2.5895 0.2941 -2.7692
H 2.4716 -0.3161 -0.1076
H 1.7258 -1.8690 -0.5948
H 0.6639 -0.0564 1.5015
```

**Relative energy (zero: lowest compared OMol25 entry of this formula, charge and spin)**: 124.7 kcal/mol
**E_LUMO**: -0.14491 Ha
**HOMO-LUMO gap**: 0.3233 hartree
**E_HOMO**: -12.74 eV
**Net charge**: +1
**M**: 205.33 u

Please write out number 2 again, unchanged.
DFT (ωB97M-V with the def2-TZVPD basis set) results for the molecule CH2OS2 at a distorted geometry.

The geometry in XYZ format:
```
6
Properties=species:S:1:pos:R:3
O 2.2636 0.6460 -0.1075
C 1.1259 0.4150 -0.2981
S 0.0746 -1.1610 0.4347
S -1.6871 -0.3971 -0.1193
H 0.5052 0.9876 -0.9561
H -2.2823 -0.4905 1.0464
```

**Relative energy (zero: lowest compared OMol25 entry of this formula, charge and spin)**: 17.5 kcal/mol
**E_LUMO**: 0.01473 Ha
**HOMO-LUMO gap**: 0.3469 hartree
**E_HOMO**: -9.04 eV
**SMILES**: O=CSS
**M**: 94.16 u